{"formula": "C44H119F3N10O13", "method": "the ωB97M-V functional and the def2-TZVPD basis", "relative_energy_kj_mol": 672.62, "spin_multiplicity": 1, "gap_ev": 5.8, "species": ["O", "H", "H", "H", "C", "O", "O", "C", "F", "F", "F", "C", "C", "H", "H", "H", "H", "H", "H", "C", "C", "C", "O", "C", "N", "H", "H", "H", "H", "H", "H", "H", "H", "H", "H", "H", "C", "C", "C", "O", "C", "N", "H", "H", "H", "H", "H", "H", "H", "H", "H", "H", "H", "C", "C", "C", "O", "C", "N", "H", "H", "H", "H", "H", "H", "H", "H", "H", "H", "H", "C", "C", "C", "O", "C", "N", "H", "H", "H", "H", "H", "H", "H", "H", "H", "H", "H", "C", "C", "C", "O", "C", "N", "H", "H", "H", "H", "H", "H", "H", "H", "H", "H", "H", "C", "C", "C", "O", "C", "N", "H", "H", "H", "H", "H", "H", "H", "H", "H", "H", "H", "C", "C", "C", "O", "C", "N", "H", "H", "H", "H", "H", "H", "H", "H", "H", "H", "H", "C", "C", "C", "O", "C", "N", "H", "H", "H", "H", "H", "H", "H", "H", "H", "H", "H", "C", "C", "C", "O", "C", "N", "H", "H", "H", "H", "H", "H", "H", "H", "H", "H", "H", "C", "C", "C", "O", "C", "N", "H", "H", "H", "H", "H", "H", "H", "H", "H", "H", "H"], "coordinates": [[-1.9127, -1.8631, 3.2631], [-2.6683, -2.3908, 2.9945], [-1.3896, -2.4485, 3.8156], [-1.3473, -1.6743, 2.5106], [1.4273, -0.0475, 0.3643], [0.8569, 0.7564, 1.4001], [1.0213, -1.3874, 0.7010], [1.2416, 0.6512, -1.0440], [-0.0114, 1.1172, -1.2134], [2.0853, 1.6882, -1.2694], [1.4971, -0.1967, -2.0551], [1.5099, 1.9518, 1.7576], [0.7643, 2.4832, 2.9168], [0.5004, 1.6768, 3.6011], [1.2409, 3.2721, 3.4987], [-0.1813, 2.9139, 2.5876], [1.5472, 2.7132, 0.9785], [2.5547, 1.8869, 2.0614], [2.5053, 0.0151, 0.5129], [2.1424, -1.5797, 7.2270], [2.4820, -2.4749, 6.0320], [3.7169, -3.4722, 6.3262], [4.1774, -4.1427, 5.1824], [4.8863, -3.2771, 4.3299], [1.2760, -3.3338, 5.5921], [1.5357, -0.7176, 6.9499], [3.0921, -1.1678, 7.5684], [1.6848, -2.1438, 8.0397], [2.8128, -1.8659, 5.1907], [3.3575, -4.2925, 6.9476], [4.5195, -3.0204, 6.9091], [4.2336, -2.6130, 3.7633], [5.4342, -3.8649, 3.5935], [5.7527, -2.7662, 4.7500], [1.7915, -3.9365, 4.9668], [1.0580, -4.0531, 6.2668], [-3.8412, -1.1923, 9.5240], [-4.3961, -1.3452, 8.1149], [-5.9353, -1.3318, 8.0430], [-6.5522, -2.4573, 8.7083], [-7.9301, -2.2373, 8.7272], [-3.8421, -0.2234, 7.3725], [-4.2209, -2.0326, 10.1051], [-4.2280, -0.2795, 9.9770], [-2.7524, -1.2236, 9.5665], [-4.0002, -2.1850, 7.5440], [-6.2007, -1.3603, 6.9862], [-6.2209, -0.3338, 8.3752], [-8.3662, -2.9743, 9.4016], [-8.4682, -2.2240, 7.7794], [-8.2146, -1.2638, 9.1265], [-2.8473, -0.2996, 7.5295], [-4.0963, 0.7301, 7.5879], [-2.1716, 5.8578, 7.6185], [-1.9620, 4.5570, 8.2889], [-1.0381, 4.6973, 9.5644], [0.3210, 5.0644, 9.2726], [1.1496, 5.0911, 10.4278], [-3.2538, 4.0525, 8.8310], [-2.7323, 5.5971, 6.7208], [-1.2381, 6.3694, 7.3840], [-2.7212, 6.5314, 8.2759], [-1.4905, 3.8377, 7.6192], [-0.9779, 3.7268, 10.0568], [-1.5122, 5.3495, 10.2979], [2.1808, 5.2794, 10.1292], [1.1996, 4.0794, 10.8306], [0.8390, 5.7958, 11.1991], [-3.5307, 4.7323, 9.5247], [-3.1049, 3.2367, 9.4075], [-6.4759, -1.9646, 1.2994], [-5.4659, -2.9251, 0.5435], [-4.7442, -2.3796, -0.7318], [-5.5691, -1.6894, -1.6694], [-4.9532, -1.4975, -2.9362], [-4.6885, -3.6073, 1.5091], [-6.1213, -0.9374, 1.3841], [-6.7188, -2.4075, 2.2653], [-7.4187, -1.9282, 0.7535], [-6.0734, -3.6699, 0.0294], [-4.2832, -3.2056, -1.2735], [-3.9142, -1.7459, -0.4192], [-4.7912, -2.4838, -3.3711], [-3.9363, -1.1130, -2.8576], [-5.5533, -0.9274, -3.6453], [-5.2959, -4.2256, 2.0277], [-4.0622, -4.2387, 1.0304], [6.2353, 6.4719, -9.0482], [6.5805, 5.3243, -8.1065], [5.6634, 4.0853, -8.3615], [4.2634, 4.4283, -8.2594], [3.7536, 4.4647, -6.9555], [8.0293, 5.0267, -8.2780], [5.1742, 6.6757, -9.1920], [6.7465, 6.2727, -9.9901], [6.6324, 7.3682, -8.5718], [6.3968, 5.6532, -7.0836], [5.9171, 3.2676, -7.6869], [5.9580, 3.7895, -9.3684], [3.4442, 3.5189, -6.5107], [2.9377, 5.1840, -6.8840], [4.4924, 4.7932, -6.2245], [8.2109, 4.6523, -9.1983], [8.5478, 5.8840, -8.1507], [-4.8002, 3.3070, -1.0866], [-5.4999, 3.7588, -2.3997], [-7.0343, 3.4493, -2.4246], [-7.6706, 4.2301, -3.5392], [-7.4327, 3.8181, -4.8523], [-5.3370, 5.2389, -2.4067], [-4.6630, 2.2289, -1.1702], [-5.4985, 3.5660, -0.2908], [-3.8326, 3.7651, -0.8815], [-5.0714, 3.3145, -3.2980], [-7.5026, 3.7211, -1.4786], [-7.1845, 2.3713, -2.4834], [-8.1120, 4.3958, -5.4792], [-7.6798, 2.7792, -5.0705], [-6.3989, 3.9794, -5.1576], [-5.9057, 5.3895, -3.2276], [-5.7969, 5.6434, -1.6036], [-1.9268, -9.1466, -0.3397], [-0.9816, -8.0285, -0.7694], [-1.2688, -7.5629, -2.1954], [-0.2880, -6.6369, -2.6930], [-0.3208, -6.2745, -4.0386], [-1.0755, -6.9513, 0.1855], [-1.8190, -9.5394, 0.6713], [-1.7552, -10.0099, -0.9826], [-2.9126, -8.7563, -0.5929], [0.0467, -8.3875, -0.7267], [-2.2813, -7.1914, -2.3533], [-1.2055, -8.4428, -2.8356], [-1.1273, -5.5471, -4.1312], [-0.5469, -7.2398, -4.4917], [0.5546, -5.7169, -4.3715], [-0.4577, -7.1333, 0.9635], [-0.5867, -6.1565, -0.2011], [-1.3101, 8.9702, -1.7436], [-0.2915, 7.8454, -1.9459], [0.2522, 7.3115, -0.5893], [0.5625, 8.4089, 0.2553], [0.3013, 8.1522, 1.6448], [-0.8993, 6.8384, -2.7917], [-1.7218, 9.2953, -2.6990], [-0.9197, 9.9253, -1.3922], [-2.1503, 8.6630, -1.1208], [0.5209, 8.2649, -2.5393], [1.1764, 6.7501, -0.7269], [-0.5763, 6.7179, -0.2029], [-0.7247, 7.8688, 1.8799], [0.5714, 9.1004, 2.1096], [1.0301, 7.3910, 1.9231], [-1.8018, 6.6576, -2.3758], [-0.4861, 5.9280, -2.6484], [5.7085, -1.6898, -6.4004], [5.0658, -2.5006, -7.5481], [3.9579, -1.7322, -8.2080], [2.9725, -2.6080, -8.7762], [1.8185, -1.8924, -9.2779], [6.1685, -2.9676, -8.3595], [6.2765, -2.2612, -5.6662], [4.8679, -1.3082, -5.8210], [6.3067, -0.8492, -6.7521], [4.6478, -3.4278, -7.1559], [4.3012, -1.1267, -9.0469], [3.4972, -1.0061, -7.5381], [1.2830, -1.3384, -8.5069], [1.1645, -2.6003, -9.7869], [2.1192, -1.1757, -10.0422], [6.6175, -3.6518, -7.7676], [5.8027, -3.5630, -9.0888], [6.4400, -5.3966, -1.8998], [5.0952, -5.5579, -2.6746], [5.2078, -6.5892, -3.8154], [6.1922, -6.1375, -4.7284], [6.5514, -7.0907, -5.7607], [3.9958, -5.8241, -1.7735], [7.2416, -5.5079, -2.6300], [6.5998, -6.2600, -1.2540], [6.4625, -4.4177, -1.4210], [4.8738, -4.6049, -3.1550], [4.2638, -6.6469, -4.3572], [5.4887, -7.5875, -3.4799], [5.7174, -7.1307, -6.4614], [6.7339, -8.0625, -5.3021], [7.4548, -6.8807, -6.3333], [3.8514, -5.0089, -1.1949], [3.1367, -5.8526, -2.3039]], "forces_ev_per_a": [[-0.10, 0.12, 0.90], [-1.43, -0.42, -0.84], [0.92, -0.38, 1.05], [1.18, 0.79, -1.78], [0.04, -3.09, 2.29], [0.00, 0.90, -0.40], [0.11, 3.09, -2.02], [-0.76, -1.21, 0.26], [0.00, 0.15, -0.12], [-0.12, 0.08, 0.61], [-0.15, -0.24, 0.04], [0.46, 0.49, -0.17], [-1.42, 0.69, 1.02], [0.16, -0.09, 0.08], [0.41, -0.05, -0.17], [-0.20, -0.04, -0.04], [-0.30, -0.05, -0.47], [0.40, -0.98, -0.12], [0.63, 0.06, -0.18], [0.76, -0.21, -0.52], [-0.05, -1.73, 0.82], [-1.71, 0.12, 0.53], [0.34, 0.63, -0.04], [0.86, -0.46, -1.40], [1.68, 0.90, -0.52], [-0.25, -0.25, -0.05], [-0.01, 0.07, 0.32], [-0.05, 0.06, -0.01], [-0.48, 0.02, -0.11], [-0.30, 0.08, 0.29], [0.24, 0.48, -0.28], [0.04, 0.24, 0.19], [-0.54, -0.51, -0.23], [-0.43, 0.50, 0.93], [-0.29, -0.22, -1.17], [-0.09, 0.34, 1.08], [-0.96, -1.59, 0.46], [0.00, 1.06, 0.36], [1.18, -0.69, -0.57], [0.75, 1.77, -0.65], [-1.16, 0.01, 0.92], [0.41, 0.13, -1.68], [0.13, -0.02, 0.46], [0.11, 0.10, -0.07], [-0.03, 0.13, -0.15], [-0.12, -0.54, 0.58], [-0.11, -0.07, -0.22], [-0.62, -0.09, 0.71], [-0.06, -0.13, -0.24], [0.43, -0.59, -0.57], [0.38, 0.32, 0.44], [0.16, 0.36, -0.31], [-0.47, -0.12, 0.50], [-0.15, 0.33, -0.51], [1.11, -0.58, 2.88], [0.85, -0.65, -0.87], [-0.67, 0.67, 0.09], [0.12, -0.84, -0.54], [0.34, 0.14, -0.56], [-0.13, 0.75, -0.15], [0.04, -0.25, -0.20], [-0.30, 0.02, -0.13], [-0.22, -0.14, -0.01], [-0.19, -0.42, 0.06], [0.01, 0.58, -0.03], [-0.19, 0.44, -0.24], [-0.25, -0.16, 0.47], [-0.17, 0.11, -0.07], [-0.42, 0.41, -0.02], [0.23, -0.47, -0.18], [0.49, -0.60, -1.28], [-3.26, 1.10, -1.97], [0.89, 0.57, 0.44], [-0.61, 0.31, 0.84], [0.70, -1.26, 0.24], [2.26, -0.27, 0.77], [0.19, -0.11, 0.25], [0.24, 0.19, 0.13], [0.08, 0.09, -0.15], [-0.76, -0.20, 0.20], [0.08, -0.49, 0.16], [0.24, 0.43, -0.02], [-0.15, -0.29, -0.33], [-0.04, 0.62, 0.19], [-0.19, 0.17, 0.60], [-0.13, 0.11, 0.25], [0.40, -0.23, -0.09], [-0.20, 0.23, 0.44], [-0.27, -0.18, -0.26], [0.60, 1.02, 0.42], [0.94, -0.44, -0.76], [0.46, 0.37, 1.13], [-1.04, -0.65, 1.00], [-0.05, -0.34, -0.08], [-0.23, 0.29, -0.19], [0.26, 0.23, -0.38], [0.28, -0.03, 0.15], [-0.01, -0.04, 0.13], [-0.86, -0.33, -0.29], [-0.30, -0.49, -0.64], [-0.09, -0.15, -0.32], [0.35, 0.39, -0.05], [0.03, 0.13, -0.16], [0.12, -0.02, -0.15], [-0.96, -0.90, -1.16], [-0.16, 1.23, 2.06], [0.81, 0.37, -1.24], [0.20, -1.15, 2.38], [-0.04, -0.23, -0.39], [0.36, -1.29, -1.57], [0.01, -0.15, 0.60], [0.17, -0.23, 0.33], [-0.16, 0.16, -0.42], [0.36, 0.23, 0.06], [-0.13, 0.62, -0.25], [-0.27, -0.18, -0.67], [0.22, 0.23, -0.02], [0.00, -0.36, 0.38], [0.14, 0.13, -0.15], [-0.19, 1.53, 0.00], [-0.28, -0.03, 0.07], [0.05, -0.11, -1.47], [0.74, -0.27, 0.40], [0.70, -0.13, -1.20], [0.89, 0.13, 2.85], [-1.59, -0.32, 0.59], [0.01, 1.37, 0.40], [-0.07, 0.66, 0.11], [-0.06, -0.12, -0.17], [-0.38, -0.35, 0.64], [0.21, -0.34, -0.54], [-0.23, 0.41, 0.39], [-0.03, -0.42, -0.13], [-0.48, -0.12, -0.66], [0.22, 0.43, -1.43], [0.40, -0.72, 0.26], [-0.20, -0.52, 0.44], [-0.16, 0.50, -0.47], [-0.09, 0.52, -0.45], [0.66, 1.03, 0.15], [-0.37, 1.11, -0.82], [-0.97, -0.14, 0.34], [1.35, 0.54, -1.12], [-0.63, -0.70, 0.47], [-0.15, -0.56, -0.31], [0.38, -0.41, 0.61], [0.00, -0.05, 0.18], [0.34, 0.10, 0.21], [-0.18, -0.55, -0.10], [0.13, -0.35, 0.45], [-0.06, -0.06, -0.20], [-0.20, -0.19, 0.37], [-0.26, -0.24, 0.65], [-0.76, 0.10, -0.23], [0.77, -0.19, -0.23], [-1.32, 0.11, 0.32], [0.68, -0.34, 1.57], [-0.52, 0.30, -1.43], [-0.83, 0.32, 0.24], [1.08, -0.39, -0.19], [0.35, -0.19, -1.20], [0.23, -0.34, -0.44], [0.07, 0.37, 0.21], [-0.02, -0.11, -0.17], [-0.83, 0.29, 0.64], [0.61, 0.21, -0.10], [-0.18, -0.24, 0.45], [0.00, -0.17, 0.27], [0.05, -0.15, 0.36], [0.21, 0.22, -0.08], [0.60, 0.05, 0.14], [-0.18, 0.04, -0.54], [-0.74, -0.75, -1.23], [1.08, 0.46, -0.24], [0.19, 0.25, -0.14], [1.31, 0.05, -0.85], [-1.01, 0.15, 0.95], [-0.43, -0.62, 0.28], [0.08, 0.58, -0.07], [-0.32, 0.29, 0.56], [0.23, -0.30, 0.28], [0.43, 0.22, -0.48], [-0.42, -0.18, 0.09], [-0.13, -0.18, 0.40], [-0.05, -0.36, -0.16], [-0.24, -0.24, 0.00], [0.01, 0.85, 0.45], [0.22, 0.10, 0.36], [-0.27, -0.28, -0.21]], "lowdin_charge": [0.361, 0.144, 0.166, 0.158, -0.440, -0.122, -0.306, -0.549, 0.117, 0.106, 0.119, -0.318, -0.100, 0.071, 0.073, 0.072, 0.111, 0.117, 0.124, -0.072, -0.356, -0.205, -0.181, -0.116, 0.025, 0.071, 0.072, 0.074, 0.117, 0.119, 0.116, 0.089, 0.088, 0.091, 0.044, 0.051, -0.068, -0.436, -0.191, -0.158, -0.148, 0.009, 0.073, 0.082, 0.074, 0.134, 0.121, 0.123, 0.091, 0.085, 0.082, 0.060, 0.067, -0.075, -0.427, -0.201, -0.192, -0.115, 0.029, 0.084, 0.085, 0.084, 0.138, 0.108, 0.119, 0.086, 0.079, 0.087, 0.059, 0.054, -0.034, -0.431, -0.189, -0.189, -0.102, 0.021, 0.072, 0.062, 0.070, 0.125, 0.116, 0.120, 0.080, 0.088, 0.089, 0.083, 0.078, -0.073, -0.429, -0.168, -0.186, -0.127, 0.025, 0.074, 0.076, 0.073, 0.121, 0.120, 0.119, 0.083, 0.091, 0.076, 0.061, 0.063, -0.059, -0.414, -0.130, -0.216, -0.139, 0.033, 0.065, 0.070, 0.073, 0.126, 0.115, 0.113, 0.090, 0.083, 0.081, 0.046, 0.070, -0.067, -0.461, -0.185, -0.216, -0.104, 0.028, 0.078, 0.073, 0.077, 0.137, 0.127, 0.117, 0.084, 0.087, 0.089, 0.071, 0.066, -0.070, -0.442, -0.198, -0.214, -0.089, 0.033, 0.074, 0.073, 0.079, 0.130, 0.124, 0.117, 0.085, 0.086, 0.083, 0.059, 0.066, -0.057, -0.446, -0.204, -0.196, -0.098, 0.028, 0.072, 0.068, 0.080, 0.133, 0.126, 0.117, 0.083, 0.083, 0.079, 0.065, 0.068, -0.046, -0.436, -0.205, -0.219, -0.081, 0.030, 0.063, 0.074, 0.074, 0.128, 0.118, 0.122, 0.082, 0.079, 0.081, 0.075, 0.060]}